# 1
ORCA calculation (ωB97M-V/def2-TZVPD) on C13H17CuN3O2 as an isolated structure in a non-equilibrium geometry.

Element x y z (Å)
1 C -2.6876 -0.8649 1.1468
2 C -2.4785 1.0372 -1.1325
3 H -2.6756 -1.7270 0.3745
4 H -3.7231 -0.2304 0.9956
5 H -2.2052 -0.9332 2.1140
6 H -1.6137 1.4314 -1.6300
7 H -2.9329 -0.0308 -1.5202
8 H -3.3369 1.6582 -0.6672
9 C -0.1907 -2.6467 0.6919
10 C 0.7180 -3.6966 0.6280
11 C 1.8780 -3.5451 -0.0877
12 C 2.1473 -2.2893 -0.7060
13 H -1.1130 -2.7047 1.2654
14 H 0.4465 -4.6356 1.1537
15 H 2.6007 -4.3503 -0.1990
16 H 3.0322 -2.1075 -1.2640
17 N 0.0158 -1.4967 0.0295
18 C 1.1674 -1.2563 -0.5773
19 C 1.4016 0.1126 -1.0997
20 N 0.4543 1.0486 -0.8355
21 C 0.6802 2.3260 -1.1018
22 C 2.7249 1.7861 -2.2449
23 C 1.7904 2.7711 -1.8693
24 H -0.0282 3.0517 -0.7084
25 H 1.8528 3.8046 -2.1362
26 C 2.5367 0.4887 -1.8420
27 H 3.2487 -0.3151 -2.1144
28 H 3.5843 2.0782 -2.8590
29 Cu -1.6579 0.4770 0.4103
30 C -1.2481 2.2337 1.3930
31 H -1.6858 3.0782 0.8493
32 H -0.1632 2.3561 1.5018
33 H -1.6721 2.1041 2.3952
34 O 0.0382 0.0018 4.1937
35 N -0.5331 0.6756 3.3511
36 O -0.3725 0.3092 2.1015

Properties
Orbital gap (spin up / spin down) = 0.2717 / 0.2603 hartree
<S²> = 0.8720
ΔE to the lowest compared entry with this formula, charge and spin = 105.5 kcal/mol
2S+1 = 2
LUMO energy (spin up / spin down) = -0.50 / -1.01 eV

So, what does the Löwdin scheme give us? The charges, in e, come out as:
1. C -0.12
2. C -0.14
3. H 0.05
4. H 0.09
5. H 0.01
6. H -0.02
7. H 0.09
8. H 0.05
9. C -0.10
10. C -0.06
11. C -0.05
12. C 0.02
13. H 0.09
14. H 0.12
15. H 0.11
16. H 0.08
17. N 0.10
18. C -0.20
19. C -0.16
20. N 0.08
21. C -0.13
22. C -0.06
23. C -0.02
24. H 0.10
25. H 0.10
26. C -0.02
27. H 0.11
28. H 0.11
29. Cu 0.32
30. C -0.06
31. H 0.03
32. H 0.03
33. H 0.02
34. O -0.05
35. N -0.22
36. O -0.29

=====

# 2
ORCA calculation (ωB97M-V/def2-TZVPD) on one molecule with the formula H3OPS2 in a non-equilibrium geometry.

Element x y z (Å)
1 O 1.9892 -0.4424 -0.4304
2 P 1.1337 0.8562 0.0491
3 S -0.8911 -0.3136 0.2744
4 S -2.9373 0.0027 -0.0161
5 H 2.0823 -1.2526 -0.0560
6 H 1.2454 0.8321 1.4561
7 H -2.6223 0.3176 -1.2770

Properties
Orbital gap = 0.2942 hartree
ΔE to the lowest compared entry with this formula, charge and spin = 52.6 kcal/mol
LUMO energy = -0.57 eV

So, what does the Löwdin scheme give us? The charges, in e, come out as:
1. O -0.41
2. P 0.60
3. S -0.05
4. S 0.22
5. H -0.01
6. H -0.13
7. H -0.22

=====

# 3
ORCA calculation (ωB97M-V/def2-TZVPD) on C19H28CaNO5 as an isolated structure in a non-equilibrium geometry.

Element x y z (Å)
1 O 0.9276 -0.3556 -1.7123
2 C 1.2956 0.9005 -2.3825
3 C 1.0763 0.3759 -3.7674
4 H 2.3019 1.2149 -2.1153
5 H 0.5056 1.6378 -2.2500
6 C 0.9002 -0.9875 -3.0418
7 H 1.9673 0.5362 -4.3609
8 H 0.1623 0.8367 -4.1677
9 C 2.1066 -1.8809 -3.2467
10 H 3.0199 -1.2834 -3.2097
11 H 2.0118 -2.4125 -4.1961
12 H 2.1542 -2.6044 -2.4355
13 C -0.4463 -1.6618 -3.3049
14 H -1.2968 -0.9585 -3.2446
15 H -0.6036 -2.4533 -2.5535
16 H -0.3970 -2.1635 -4.2875
17 Ca 1.2674 -0.6277 0.4005
18 C -2.0278 -1.1061 3.6653
19 C -1.8831 0.3138 3.7205
20 C -2.8006 0.8512 2.7702
21 H -1.1237 0.8365 4.3154
22 C -3.3276 -0.2369 1.9939
23 C -2.8768 -1.4639 2.5915
24 H -3.0896 -2.4738 2.2302
25 H -1.5814 -1.8220 4.3418
26 H -3.0622 1.9003 2.6418
27 H -3.9570 -0.1520 1.1213
28 C 1.5992 -2.3406 3.2294
29 C 0.5565 -2.8269 2.4045
30 C 1.0712 -3.1538 1.1238
31 H -0.4629 -2.9544 2.7186
32 C 2.5035 -2.9310 1.1872
33 C 2.8033 -2.4488 2.4729
34 H 3.7740 -2.2101 2.8371
35 H 1.4641 -1.9615 4.2599
36 H 0.5119 -3.5533 0.2777
37 H 3.1927 -3.2210 0.4128
38 O -0.6120 1.6955 -0.1246
39 C -1.7174 1.7690 -1.0454
40 C -2.1153 3.2384 -1.1937
41 H -2.4398 0.9925 -0.7057
42 H -1.3566 1.4714 -2.0544
43 C -0.7746 3.9657 -0.8056
44 H -2.9368 3.6103 -0.5595
45 H -2.3770 3.4226 -2.2381
46 C 0.1799 2.9101 -0.2330
47 H -0.9372 4.7039 -0.0015
48 H -0.3101 4.5019 -1.6602
49 H 0.6031 3.1340 0.7565
50 H 1.0492 2.6885 -0.8793
51 O 0.3845 0.4074 2.3261
52 N 1.3957 1.2232 2.6065
53 O 1.3817 1.8760 3.6443
54 O 2.3460 1.2313 1.7279

Properties
Orbital gap = 0.1368 hartree
Total charge = -1
ΔE to the lowest compared entry with this formula, charge and spin = 0.0 kcal/mol
LUMO energy = 1.78 eV

So, what does the Löwdin scheme give us? The charges, in e, come out as:
1. O -0.28
2. C -0.17
3. C -0.07
4. H 0.14
5. H 0.08
6. C -0.53
7. H 0.11
8. H 0.12
9. C 0.00
10. H 0.09
11. H 0.10
12. H 0.09
13. C 0.00
14. H 0.09
15. H 0.10
16. H 0.09
17. Ca 1.49
18. C -0.24
19. C -0.21
20. C -0.22
21. H 0.06
22. C -0.24
23. C -0.23
24. H 0.05
25. H 0.06
26. H 0.05
27. H 0.03
28. C -0.14
29. C -0.18
30. C -0.29
31. H 0.06
32. C -0.30
33. C -0.20
34. H 0.07
35. H 0.10
36. H 0.07
37. H 0.06
38. O -0.19
39. C -0.19
40. C -0.13
41. H 0.13
42. H 0.09
43. C -0.14
44. H 0.11
45. H 0.10
46. C -0.19
47. H 0.11
48. H 0.11
49. H 0.12
50. H 0.08
51. O -0.18
52. N -0.51
53. O 0.04
54. O -0.17

=====

# 4
ORCA calculation (ωB97M-V/def2-TZVPD) on an isolated ion of composition CH6N3 and charge +1 in a non-equilibrium geometry.

Element x y z (Å)
1 C 1.6637 0.1556 1.2206
2 N 0.5387 0.2086 0.4800
3 N -0.1045 -0.7259 -0.3934
4 N -1.2254 -0.2697 -1.1134
5 H 1.9101 -0.8513 1.3773
6 H 1.7138 1.0000 1.7959
7 H 0.2079 1.1882 0.4151
8 H -1.1408 0.5970 -1.6188
9 H -2.1263 -0.1819 -0.4302
10 H -1.4371 -1.1205 -1.7331

Properties
Orbital gap (spin up / spin down) = 0.3319 / 0.3321 hartree
Total charge = +1
ΔE to the lowest compared entry with this formula, charge and spin = 128.3 kcal/mol
LUMO energy (spin up / spin down) = -4.50 / -4.50 eV

So, what does the Löwdin scheme give us? The charges, in e, come out as:
1. C 0.16
2. N -0.05
3. N -0.08
4. N 0.07
5. H 0.09
6. H 0.07
7. H 0.16
8. H 0.14
9. H 0.23
10. H 0.21

=====

# 5
ORCA calculation (ωB97M-V/def2-TZVPD) on C44H33As2F2RuS as an isolated structure in a non-equilibrium geometry.

Element x y z (Å)
1 Ru 0.9812 -0.3546 0.8482
2 S 0.2335 -0.2740 3.1550
3 C 0.0791 -1.9339 3.7345
4 C 0.2019 -2.1931 5.1103
5 C 0.1285 -3.4777 5.6248
6 C -0.0816 -4.5576 4.7744
7 C -0.2479 -4.3174 3.4165
8 C -0.1878 -3.0306 2.8926
9 As -0.3991 -2.6356 0.9820
10 C -2.1568 -1.7224 1.0916
11 C -3.0163 -1.8377 2.1757
12 C -4.2389 -1.1754 2.1850
13 C -4.6431 -0.4345 1.0785
14 C -3.8099 -0.3546 -0.0298
15 C -2.5642 -0.9694 -0.0079
16 C -1.2805 -4.3474 0.3821
17 C -2.5694 -4.4430 -0.1373
18 C -3.0496 -5.6500 -0.6497
19 C -2.2456 -6.7758 -0.6686
20 C -0.9405 -6.6817 -0.2092
21 C -0.4652 -5.4733 0.2892
22 H 0.3818 -1.3490 5.7669
23 H 0.2430 -3.6392 6.6925
24 H -0.1187 -5.5698 5.1590
25 H -0.4367 -5.1568 2.7608
26 H -2.7241 -2.4436 3.0256
27 H -4.8801 -1.2428 3.0564
28 H -5.5972 0.0810 1.0829
29 H -4.1284 0.1940 -0.9111
30 H -1.8974 -0.8825 -0.8584
31 H -3.2190 -3.5797 -0.1348
32 H -4.0615 -5.7011 -1.0369
33 H -2.6272 -7.7172 -1.0477
34 H -0.2871 -7.5461 -0.2469
35 H 0.5673 -5.4037 0.6158
36 C 1.6547 -0.1988 -0.9324
37 C 2.6041 0.0901 -1.8934
38 C 2.3635 0.0204 -3.3159
39 C 3.3348 0.3517 -4.2379
40 C 4.6175 0.7648 -3.8461
41 C 4.8722 0.8552 -2.4683
42 C 3.9193 0.5480 -1.5197
43 H 1.3739 -0.2779 -3.6510
44 H 3.0945 0.2973 -5.2972
45 H 5.3795 1.0072 -4.5767
46 H 5.8441 1.2061 -2.1308
47 H 4.1346 0.6729 -0.4644
48 F 2.5832 -2.7182 1.7410
49 C 2.7132 -1.3959 1.2031
50 F 3.4876 -0.7522 2.2037
51 H 3.4116 -1.5463 0.3851
52 C -2.9195 5.5276 0.9851
53 C -3.4113 4.2540 0.7328
54 C -2.5299 3.1967 0.5338
55 C -1.1508 3.3836 0.5529
56 C -0.6702 4.6633 0.8204
57 C -1.5471 5.7255 1.0433
58 As -0.0306 1.7951 -0.0193
59 C 1.6300 2.8146 -0.1810
60 C 2.5212 3.1189 0.8414
61 C 3.6209 3.9204 0.5746
62 C 3.8370 4.4027 -0.7115
63 C 2.9629 4.0660 -1.7375
64 C 1.8596 3.2703 -1.4709
65 C 0.8309 2.8459 -2.4700
66 C 0.9013 3.0668 -3.8356
67 C -0.0961 2.5776 -4.6722
68 C -1.1670 1.8723 -4.1387
69 C -1.2290 1.6378 -2.7719
70 C -0.2223 2.1140 -1.9422
71 H -3.6008 6.3582 1.1350
72 H -4.4814 4.0818 0.6905
73 H -2.9255 2.1964 0.3704
74 H 0.3971 4.8461 0.8572
75 H -1.1501 6.7136 1.2532
76 H 2.3539 2.7254 1.8364
77 H 4.3111 4.1729 1.3711
78 H 4.6923 5.0343 -0.9176
79 H 3.1498 4.4210 -2.7444
80 H 1.7505 3.5931 -4.2559
81 H -0.0210 2.7218 -5.7430
82 H -1.9415 1.4846 -4.7905
83 H -2.0552 1.0694 -2.3576

Properties
Orbital gap (spin up / spin down) = 0.1386 / 0.1355 hartree
<S²> = 0.8711
Total charge = -2
ΔE to the lowest compared entry with this formula, charge and spin = 46.8 kcal/mol
2S+1 = 2
LUMO energy (spin up / spin down) = 4.40 / 4.40 eV

So, what does the Löwdin scheme give us? The charges, in e, come out as:
1. Ru 0.37
2. S 0.46
3. C -0.71
4. C -0.15
5. C -0.13
6. C -0.13
7. C -0.12
8. C -0.42
9. As 1.30
10. C -0.42
11. C -0.11
12. C -0.09
13. C -0.12
14. C -0.13
15. C -0.16
16. C -0.34
17. C -0.09
18. C -0.11
19. C -0.13
20. C -0.11
21. C -0.15
22. H 0.08
23. H 0.08
24. H 0.08
25. H 0.07
26. H 0.10
27. H 0.09
28. H 0.09
29. H 0.09
30. H 0.08
31. H 0.09
32. H 0.09
33. H 0.09
34. H 0.09
35. H 0.10
36. C -0.19
37. C -0.37
38. C -0.10
39. C -0.17
40. C -0.18
41. C -0.16
42. C -0.10
43. H 0.09
44. H 0.08
45. H 0.05
46. H 0.08
47. H 0.09
48. F -0.16
49. C -0.45
50. F -0.14
51. H 0.06
52. C -0.13
53. C -0.11
54. C -0.12
55. C -0.32
56. C -0.09
57. C -0.11
58. As 1.26
59. C -0.34
60. C -0.10
61. C -0.10
62. C -0.10
63. C -0.04
64. C -0.20
65. C -0.19
66. C -0.04
67. C -0.11
68. C -0.11
69. C -0.10
70. C -0.30
71. H 0.09
72. H 0.09
73. H 0.07
74. H 0.09
75. H 0.09
76. H 0.10
77. H 0.09
78. H 0.09
79. H 0.10
80. H 0.10
81. H 0.09
82. H 0.09
83. H 0.08

=====

# 6
ORCA calculation (ωB97M-V/def2-TZVPD) on C12H26O8Zn as an isolated structure in a non-equilibrium geometry.

Element x y z (Å)
1 Zn 0.2766 -0.0707 -1.3594
2 O 1.8429 -0.0466 -2.4298
3 H 2.7017 -0.2538 -2.7482
4 O -1.1072 -0.8410 -2.4697
5 H -1.3638 -1.1807 -3.3083
6 C 3.5333 1.8500 -0.6928
7 O 3.4199 1.5958 0.7060
8 C 2.3501 0.9286 1.0714
9 O 1.4457 0.6120 0.3702
10 O 2.4581 0.6691 2.3651
11 C 1.4453 -0.0995 2.9703
12 H 4.4478 2.4129 -0.8553
13 H 2.7349 2.5229 -1.0281
14 H 3.4160 0.9417 -1.2789
15 H 1.7498 -0.2534 4.0039
16 H 1.3310 -1.1092 2.5643
17 H 0.4723 0.3893 2.9116
18 C -1.3834 4.2018 -1.7542
19 C -0.7342 3.1121 -0.9630
20 O -0.4654 2.0327 -1.4279
21 C -0.3627 3.4422 0.4686
22 H -1.9958 4.8436 -1.1231
23 H -2.0162 3.8039 -2.5460
24 H -0.5953 4.7956 -2.2226
25 H 0.4993 4.1124 0.3837
26 H -0.0524 2.5628 1.0243
27 H -1.1968 3.9197 0.9815
28 C 1.4990 -4.0989 0.5856
29 C 0.6097 -3.3200 -0.3470
30 O 0.7839 -2.1289 -0.4543
31 C -0.4375 -4.0131 -1.1463
32 H 2.0611 -3.3859 1.1806
33 H 2.2456 -4.6119 -0.0315
34 H 0.9115 -4.8612 1.0951
35 H -1.0066 -3.2706 -1.7098
36 H -1.1688 -4.4895 -0.4840
37 H -0.0061 -4.7637 -1.8069
38 C -2.9423 -1.7297 0.2905
39 C -2.2862 -0.4503 0.7343
40 O -1.2325 -0.1140 0.2545
41 C -3.0305 0.4546 1.6968
42 H -3.7181 -2.0571 0.9870
43 H -2.1905 -2.5156 0.3540
44 H -3.3474 -1.5464 -0.7022
45 H -3.4784 -0.1858 2.4597
46 H -3.7837 1.0765 1.2174
47 H -2.3340 1.1173 2.2130

Properties
Orbital gap = 0.2840 hartree
LUMO energy = 0.44 eV

So, what does the Löwdin scheme give us? The charges, in e, come out as:
1. Zn 0.59
2. O -0.38
3. H -0.08
4. O -0.38
5. H -0.08
6. C -0.02
7. O 0.04
8. C -0.61
9. O 0.10
10. O 0.03
11. C -0.04
12. H 0.10
13. H 0.10
14. H 0.07
15. H 0.10
16. H 0.09
17. H 0.09
18. C 0.00
19. C -0.45
20. O 0.07
21. C 0.00
22. H 0.08
23. H 0.09
24. H 0.10
25. H 0.10
26. H 0.06
27. H 0.08
28. C 0.00
29. C -0.47
30. O 0.05
31. C -0.02
32. H 0.08
33. H 0.09
34. H 0.08
35. H 0.07
36. H 0.08
37. H 0.09
38. C 0.01
39. C -0.44
40. O 0.03
41. C 0.00
42. H 0.08
43. H 0.07
44. H 0.10
45. H 0.08
46. H 0.09
47. H 0.07

=====

# 7
ORCA calculation (ωB97M-V/def2-TZVPD) on a 5-piece molecular cluster, C4H18N2O4 overall in a non-equilibrium geometry.

Element x y z (Å)
1 H -2.7755 2.5668 -0.9415
2 N -2.1204 1.8902 -0.6103
3 C -1.3206 2.1688 0.3342
4 N -0.4831 1.2035 0.8883
5 C 0.9293 1.5934 1.0691
6 C 1.5448 0.6656 2.1824
7 C 1.0590 -0.8513 2.0825
8 H -1.1300 3.2087 0.8696
9 H -0.5344 0.1414 0.6174
10 H 1.0551 2.7196 1.2696
11 H 1.5424 1.2996 0.1274
12 H 2.5885 0.5998 2.0884
13 H 1.2510 1.0378 3.2059
14 H 0.1195 -1.0764 2.5204
15 H 1.1630 -1.2732 1.0785
16 H 1.7143 -1.2047 2.8555
17 O 0.8153 0.6315 -2.2300
18 H 1.5615 -0.0644 -2.2417
19 H 0.1739 0.0511 -2.6968
20 O 1.3172 -2.0516 -2.5268
21 H 1.1473 -2.8020 -2.0622
22 H 0.4672 -1.6592 -2.2809
23 O -1.0905 -2.7767 -0.2140
24 H -1.8021 -3.2704 -0.7122
25 H -0.9455 -1.8577 -0.5160
26 O -1.9929 -0.6424 -1.6107
27 H -2.7584 -0.4775 -1.2602
28 H -1.4959 0.2296 -1.2859

Properties
Orbital gap = 0.3654 hartree
ΔE to the lowest compared entry with this formula, charge and spin = 47.7 kcal/mol
LUMO energy = 0.66 eV

So, what does the Löwdin scheme give us? The charges, in e, come out as:
1. H 0.05
2. N 0.07
3. C -0.30
4. N -0.04
5. C -0.22
6. C -0.22
7. C -0.10
8. H 0.16
9. H 0.14
10. H 0.13
11. H 0.12
12. H 0.07
13. H 0.12
14. H 0.05
15. H 0.07
16. H 0.06
17. O -0.10
18. H 0.07
19. H 0.02
20. O -0.01
21. H -0.01
22. H 0.01
23. O -0.11
24. H 0.07
25. H -0.02
26. O -0.07
27. H -0.07
28. H 0.05

=====

# 8
ORCA calculation (ωB97M-V/def2-TZVPD) on one molecule with the formula C22H18ClN5O2S2 in a non-equilibrium geometry.

Element x y z (Å)
1 O -4.2324 2.3276 -2.1657
2 C -3.6790 1.2497 -2.1454
3 C -3.6526 0.4498 -3.4631
4 S -2.8262 1.4970 -4.8130
5 C -1.0890 1.4145 -4.3023
6 N -0.2204 2.2289 -4.7961
7 N 0.9235 1.9534 -4.1590
8 C 0.7186 0.9727 -3.3258
9 C 1.7673 0.4620 -2.4011
10 C 1.6885 1.0865 -1.0058
11 C 0.9336 2.2142 -0.7861
12 S 0.6649 2.3633 0.9569
13 C 1.7317 1.0788 1.2468
14 N 2.0194 0.6062 2.5010
15 C 2.6435 -0.5744 2.7810
16 C 3.9982 -0.7668 2.3293
17 C 4.6654 -1.9429 2.7309
18 C 4.0746 -2.8758 3.5614
19 C 2.7785 -2.6918 4.0622
20 Cl 1.9510 -3.6976 5.2081
21 C 2.1495 -1.5327 3.6149
22 N 2.2003 0.5223 0.1289
23 O -0.5935 0.5041 -3.4437
24 N -3.1188 0.8671 -0.8668
25 C -2.8022 2.0361 -0.0195
26 C -2.5526 1.2828 1.2873
27 C -1.9925 -0.0077 0.8040
28 C -1.2063 -0.9483 1.5395
29 C -0.8325 -2.0606 0.9091
30 C -1.0980 -2.3651 -0.4390
31 C -1.9233 -1.4367 -1.1398
32 C -2.4032 -0.2542 -0.5394
33 H -4.7521 0.3797 -3.7682
34 H -3.2601 -0.5613 -3.3061
35 H 2.7596 0.6494 -2.8075
36 H 1.6310 -0.6485 -2.3419
37 H 0.4634 2.8238 -1.5949
38 H 1.3718 0.9994 3.1298
39 H 4.6266 -0.0188 1.7463
40 H 5.7855 -2.1423 2.5949
41 H 4.4675 -3.8347 3.8505
42 H 1.1460 -1.3252 3.8799
43 H -3.6943 2.7496 0.0551
44 H -1.8412 2.5307 -0.2915
45 H -1.9288 1.8684 1.9476
46 H -3.4247 1.0611 1.9384
47 H -0.7975 -0.6610 2.5588
48 H -0.1326 -2.7317 1.4423
49 H -0.8989 -3.3957 -0.7211
50 H -2.2073 -1.7049 -2.1619

Properties
Orbital gap = 0.3139 hartree
LUMO energy = 0.27 eV

So, what does the Löwdin scheme give us? The charges, in e, come out as:
1. O 0.04
2. C -0.43
3. C -0.32
4. S 0.99
5. C -0.65
6. N 0.03
7. N 0.09
8. C -0.33
9. C -0.04
10. C -0.37
11. C -0.31
12. S 1.06
13. C -0.63
14. N 0.06
15. C -0.27
16. C 0.00
17. C -0.09
18. C -0.12
19. C -0.65
20. Cl 0.67
21. C -0.09
22. N 0.10
23. O 0.08
24. N 0.01
25. C -0.11
26. C -0.15
27. C -0.16
28. C -0.05
29. C -0.14
30. C -0.05
31. C -0.01
32. C -0.17
33. H 0.11
34. H 0.05
35. H 0.13
36. H 0.14
37. H 0.10
38. H 0.12
39. H 0.13
40. H 0.13
41. H 0.10
42. H 0.09
43. H 0.15
44. H 0.10
45. H 0.08
46. H 0.13
47. H 0.12
48. H 0.11
49. H 0.10
50. H 0.09

=====

Computed values of DFT total energy (unit: a.u.) for the preceding records, in sequence: -2460.4502 -1214.7283 -1849.1799 -205.5530 -6860.7413 -2854.0631 -573.5867 -2529.8960.